DFT (the ωB97M-V functional and the def2-TZVPD basis) results for 2 unconnected molecules or ions with the total composition C7H8N4O in a non-equilibrium geometry.

Geometry as XYZ:
```
20
Properties=species:S:1:pos:R:3:forces:R:3:nbo_charge:R:1
O 1.323840 0.398355 -0.638255 -0.2 0.5 1.2 -0.6700
C 2.552454 -0.042665 -0.244858 -0.2 0.1 0.5 0.3927
C 3.730300 0.702990 -0.239552 0.5 1.0 -0.9 -0.3932
C 4.730391 -0.219773 -0.003569 -0.1 1.5 -0.2 -0.0424
N 4.092324 -1.341723 0.239190 -0.2 -2.2 0.6 -0.3171
N 2.762699 -1.281615 0.147374 -0.3 -0.2 -0.6 -0.2974
H 0.919175 0.839009 0.137768 0.1 -0.4 -0.8 0.4773
H 3.782509 1.762444 -0.468573 0.3 -0.4 -0.1 0.2287
H 5.799042 -0.186410 -0.076160 0.2 0.2 0.3 0.2195
H 4.491254 -2.231922 0.471050 0.1 0.0 0.0 0.4036
C -3.821492 1.256784 0.038675 0.6 0.6 0.2 -0.5769
C -3.204005 -0.040424 0.553834 -0.6 -0.8 0.3 -0.3947
C -4.198087 -1.076206 0.196802 -1.0 -1.1 -2.3 0.2674
N -4.879230 -1.686817 -0.526576 0.8 0.7 1.9 -0.2712
C -1.964754 -0.453399 -0.160602 1.5 -1.9 -1.5 0.2378
N -1.184731 -1.053332 -0.804871 -2.0 2.0 1.8 -0.2246
H -4.004525 1.173096 -1.027046 0.1 0.0 -0.1 0.2365
H -3.093388 2.038565 0.239644 -0.1 0.3 -0.2 0.2195
H -4.765020 1.504700 0.524464 0.1 -0.2 0.1 0.2325
H -3.068752 -0.061653 1.641266 0.3 0.3 -0.2 0.2720
```
Positions in Å, forces in eV/Å.

Calculated values
Energy relative to the best compared isomer or geometry (same formula, charge and spin) in kcal/mol: 64.4
E_tot in Eh: -565.7221
E_LUMO in eV: 0.29
HOMO-LUMO gap in eV: 9.637
SMILES: Oc1cc[nH]n1.CC(C#N)C#N